Molecular formula: C17H47As3N3O8P3Pd
Method: DFT, ωB97M-V/def2-TZVPD

Structure (XYZ):
```
82
Properties=species:S:1:pos:R:3:forces:R:3:lowdin_charge:R:1
Pd -0.183084 -0.235257 0.742259 0.067 -0.337 0.226 0.139
O 3.781944 -1.231671 0.735477 -0.040 -0.055 0.002 -0.182
P 3.063704 0.020653 0.067069 -0.194 0.037 0.065 0.178
O 4.046450 1.113029 -0.169592 -0.106 0.068 -0.055 -0.333
O 1.837147 0.421800 0.889023 0.213 -0.040 -0.455 -0.458
O 2.562515 -0.568719 -1.379613 0.115 0.028 0.287 -0.315
P 2.179300 -2.106645 -1.830030 -0.190 0.086 0.063 0.167
O 0.556968 -1.959369 -1.948105 0.141 0.082 -0.111 -0.226
O 2.707430 -2.386304 -3.182266 0.001 0.006 -0.004 -0.343
O 2.503595 -3.000173 -0.662061 0.053 0.011 -0.039 -0.350
H 3.360150 -2.063327 0.363381 -0.037 -0.008 0.010 0.009
H 0.249344 -1.414551 -1.193979 -0.004 -0.043 0.128 -0.049
C -3.393523 3.451967 1.685214 0.039 0.009 0.039 -0.344
As -2.396036 1.745124 1.474309 -0.102 -0.001 0.055 1.097
C -1.205267 2.108503 2.988519 -0.051 -0.020 -0.083 -0.330
C -3.603889 0.569020 2.569146 0.036 -0.054 -0.110 -0.356
C -4.490690 -0.464165 1.845297 0.064 -0.033 0.038 -0.666
C -5.541944 -0.991395 2.832502 -0.016 -0.004 0.000 -0.086
C -3.660161 -1.700988 1.428609 0.022 0.118 0.056 -0.357
As -2.000410 -1.558745 0.353602 -0.055 0.070 -0.155 0.994
C -2.761738 -1.336184 -1.439370 -0.016 -0.017 -0.026 -0.300
C -1.721835 -3.493874 0.269249 -0.028 -0.003 0.001 -0.300
C -5.160588 0.123981 0.591235 -0.005 0.009 0.001 -0.399
As -6.657761 1.423525 0.564976 0.010 0.024 0.013 1.114
C -6.748024 2.284547 2.335629 0.001 -0.007 0.004 -0.350
C -8.165155 0.185544 0.853286 -0.006 0.000 -0.001 -0.367
H -4.264444 3.492906 1.028220 0.008 -0.010 -0.013 -0.012
H -2.681713 4.217638 1.373991 -0.024 0.035 -0.010 -0.009
H -3.698378 3.633915 2.720209 -0.006 -0.003 0.002 0.009
H -1.795978 2.228399 3.900354 0.027 0.025 0.015 0.017
H -0.669663 3.026245 2.757411 0.021 0.020 0.022 -0.008
H -0.502116 1.282199 3.096039 0.021 0.024 0.001 0.004
H -4.213032 1.225751 3.197385 -0.023 0.001 -0.012 0.054
H -2.927844 0.029521 3.239334 -0.009 -0.007 0.002 0.068
H -5.045438 -1.443303 3.694549 0.008 0.001 -0.004 0.082
H -6.167640 -1.758251 2.365345 0.006 0.001 -0.002 0.079
H -6.188863 -0.196104 3.201370 0.012 -0.011 -0.003 0.042
H -4.312893 -2.414047 0.910897 -0.002 -0.005 0.000 0.070
H -3.308100 -2.194839 2.341486 -0.042 0.005 0.019 0.070
H -3.668987 -1.928269 -1.586464 0.001 -0.008 0.029 0.017
H -1.992321 -1.655225 -2.143609 -0.008 0.005 -0.005 0.011
H -2.971745 -0.281001 -1.611277 -0.006 0.001 -0.011 0.006
H -2.619256 -4.004166 -0.090843 0.005 -0.008 0.009 0.016
H -1.462719 -3.854355 1.264695 0.008 -0.013 -0.006 0.017
H -0.883799 -3.684868 -0.400662 0.016 0.042 0.007 0.017
H -5.569536 -0.692066 -0.016741 0.002 -0.007 0.008 0.062
H -4.391147 0.589156 -0.028175 0.005 0.001 -0.001 0.009
H -5.789039 2.726690 2.589719 0.004 -0.001 -0.003 -0.023
H -7.056127 1.599970 3.123960 0.007 0.013 0.000 0.004
H -7.482367 3.087856 2.260426 -0.013 -0.009 -0.014 0.007
H -8.223825 -0.508665 0.014481 0.005 0.002 0.001 0.009
H -9.090275 0.763035 0.884936 0.003 0.002 -0.003 0.004
H -8.064047 -0.379109 1.778677 0.008 -0.004 0.008 0.000
C 0.087734 6.283807 -2.001524 -0.049 0.059 -0.039 -0.136
N 1.105655 5.852535 -1.061351 0.047 -0.081 0.026 -0.310
C 1.513415 6.925497 -0.175555 -0.014 0.092 0.009 -0.135
P 0.888305 4.318298 -0.372864 0.269 0.209 -0.254 0.522
O -0.311779 4.179166 0.478054 -0.210 -0.097 0.220 -0.300
N 2.283320 4.137498 0.480477 0.072 0.025 -0.051 -0.292
C 2.325007 3.430461 1.754945 -0.015 0.014 0.032 -0.096
C 3.590302 4.244360 -0.158461 0.087 0.024 0.037 -0.119
N 0.783882 3.398366 -1.746274 -0.243 -0.193 0.139 -0.297
C 1.797970 3.388712 -2.783313 0.151 -0.025 0.015 -0.118
C 0.077295 2.117892 -1.657835 -0.050 -0.082 -0.124 -0.112
H -0.815194 6.652376 -1.493800 0.012 -0.002 0.020 0.079
H -0.202569 5.456892 -2.645471 0.025 -0.009 0.007 0.070
H 0.480310 7.095603 -2.623442 0.014 -0.004 0.003 0.073
H 0.676920 7.313105 0.424398 -0.014 -0.022 -0.008 0.079
H 1.911250 7.756580 -0.768161 -0.001 -0.011 -0.011 0.073
H 2.288661 6.582978 0.505357 0.003 -0.040 -0.009 0.066
H 1.321159 3.165026 2.068866 -0.004 0.004 -0.022 0.046
H 2.778442 4.078598 2.518275 0.011 -0.003 -0.013 0.076
H 2.901832 2.511895 1.654907 -0.013 -0.017 -0.010 0.059
H 3.525241 4.849434 -1.062611 -0.018 0.001 0.016 0.060
H 3.996775 3.255066 -0.388176 -0.041 -0.021 0.010 0.054
H 4.279044 4.749494 0.531563 -0.011 0.021 0.000 0.077
H 2.291340 4.357534 -2.851514 -0.030 0.012 -0.009 0.062
H 1.320644 3.172689 -3.745330 -0.004 0.011 0.009 0.080
H 2.549289 2.612557 -2.600449 0.022 0.015 0.005 0.091
H -0.593847 2.104846 -0.804443 0.004 0.052 0.026 0.003
H 0.772756 1.279588 -1.565521 0.026 0.033 0.006 0.056
H -0.518845 1.970406 -2.566080 0.026 0.019 -0.015 0.083
```
Forces are in eV/Å.

Its spin multiplicity is 1. The calculation puts the LUMO energy at 4.0 eV. The charge is -2. The max |F| is 0.504 eV/A.

Molecular formula: C17H47ClFNO16PS
Method: DFT, ωB97M-V/def2-TZVPD

Structure (XYZ):
```
85
Properties=species:S:1:pos:R:3:forces:R:3:lowdin_charge:R:1
C -0.286233 -3.246454 -2.013559 0.148 0.022 -0.113 -0.102
C 0.979600 -2.848799 -1.254658 -0.239 0.117 -0.085 -0.690
Cl 1.986948 -4.295760 -0.980274 -0.009 -0.257 -0.013 0.723
C 1.808887 -1.777157 -1.995710 -0.173 -0.092 0.044 -0.113
C 1.765939 -0.284670 -1.568086 -0.112 -0.559 -0.156 -0.429
C 2.571279 0.498373 -2.644668 -0.211 -0.087 -0.131 -0.129
C 1.915973 1.769623 -3.182764 0.198 0.160 -0.230 -0.190
C 0.933306 1.528303 -4.310907 -0.119 -0.378 0.195 -0.190
F 0.858977 2.665294 -5.100146 -0.084 0.227 -0.090 -0.045
O 0.452417 0.214462 -1.649276 0.106 0.520 0.067 -0.058
C -0.474779 -0.096968 -0.640126 0.003 -0.209 -0.178 -0.121
C 0.017779 0.097726 0.780564 -0.089 -0.047 0.071 -0.247
C -0.981550 -0.579658 1.713490 -0.286 0.217 -0.281 -0.120
C -2.263809 0.283230 1.828782 0.049 -0.264 0.471 -0.159
C -3.572010 -0.509729 1.708941 0.525 0.147 -0.102 -0.145
C -4.085774 -0.544846 0.288620 0.298 0.173 0.235 -0.155
O -3.451037 -1.653573 -0.402435 -0.615 -0.237 0.049 -0.049
C -3.527806 -1.639378 -1.744502 0.506 -0.109 -0.020 -0.353
O -3.201204 -0.714972 -2.428867 -0.218 0.282 -0.135 0.089
N 1.453196 -0.447660 0.987663 -0.183 0.319 -0.327 -0.019
P 1.969343 -0.112253 2.723168 -0.099 -0.192 -0.109 0.445
O 1.571154 -1.239640 3.522581 -0.197 -0.309 0.115 -0.161
O 1.224431 1.236422 3.019371 0.051 0.210 0.266 -0.080
O 3.500755 0.194992 2.671880 0.304 0.016 0.065 -0.075
C 2.393588 -0.009287 -0.165712 -0.036 0.155 0.426 -0.495
S 2.521588 1.833572 0.067697 -0.167 -0.135 0.165 0.972
C 3.797480 -0.655751 -0.064876 0.024 0.141 -0.087 -0.069
C 3.890952 -2.078081 0.461816 -0.300 0.119 -0.046 -0.525
O 3.274448 -2.437560 1.429961 -0.142 0.043 0.052 0.089
O 4.719726 -2.899966 -0.157628 0.250 -0.183 0.178 0.150
H -0.037532 -3.988280 -2.771504 -0.010 0.009 -0.024 0.084
H -1.026906 -3.672970 -1.340001 -0.010 -0.083 0.010 0.090
H -0.710612 -2.383611 -2.528907 -0.074 0.057 0.077 0.077
H 0.673285 -2.545451 -0.257612 0.066 0.026 0.090 0.066
H 2.841669 -2.120478 -2.070487 0.020 0.131 0.046 0.099
H 1.442172 -1.756755 -3.022762 0.030 -0.040 -0.042 0.133
H 2.715611 -0.175027 -3.491104 0.104 -0.016 -0.004 0.125
H 3.573873 0.743932 -2.300381 -0.014 0.056 0.041 0.081
H 1.461591 2.372886 -2.403636 -0.041 -0.029 0.015 0.080
H 2.711472 2.377908 -3.611860 0.028 -0.028 -0.026 0.094
H 1.263632 0.703665 -4.947560 0.074 0.039 -0.095 0.123
H -0.071545 1.297994 -3.959402 -0.043 0.049 0.035 0.119
H -0.899145 -1.090266 -0.776218 0.120 -0.132 0.038 0.101
H -1.302891 0.597346 -0.778470 -0.003 -0.041 -0.050 0.149
H 0.056839 1.164130 0.989144 0.259 0.016 0.039 0.120
H -1.235023 -1.544836 1.266808 0.058 -0.135 0.169 0.119
H -0.579503 -0.757618 2.705488 0.056 -0.098 0.020 0.101
H -2.256892 1.099894 1.108241 -0.021 0.046 -0.006 0.089
H -2.257779 0.761506 2.807802 0.105 0.093 -0.046 0.114
H -3.389512 -1.529656 2.046753 -0.250 -0.129 0.100 0.128
H -4.325088 -0.075298 2.359670 -0.043 -0.024 -0.107 0.089
H -5.165558 -0.689526 0.262128 0.000 -0.128 -0.087 0.128
H -3.822231 0.383726 -0.219132 -0.168 0.002 -0.123 0.113
H -3.847884 -2.608417 -2.146262 0.057 -0.082 0.021 0.152
H 1.380294 -1.471290 1.003582 0.236 -0.043 -0.076 0.122
H 1.717171 2.037898 2.806333 -0.125 0.173 -0.133 0.082
H 3.753689 1.122511 2.615015 0.086 0.110 -0.064 0.095
H 3.834564 1.896527 -0.142442 0.211 0.026 -0.086 -0.083
H 4.269885 -0.597571 -1.043353 -0.122 0.124 -0.042 0.123
H 4.400810 -0.055890 0.609674 0.156 -0.149 0.046 0.107
H 5.119872 -2.518552 -0.945383 0.067 0.080 -0.088 0.132
O 1.194783 -4.346093 2.536057 -0.115 0.074 -0.056 -0.060
H 1.948174 -3.747051 2.539213 0.136 0.053 0.023 0.001
H 1.288326 -4.872034 3.335879 0.018 -0.013 0.007 0.058
O -2.176173 3.412029 2.098016 0.014 0.188 0.057 -0.063
H -1.333955 3.281525 2.540963 0.017 -0.027 -0.021 0.030
H -2.699340 3.932693 2.732774 -0.136 -0.017 -0.066 0.001
O -4.022766 4.677652 3.830639 0.085 0.049 0.113 -0.037
H -3.889801 4.633282 4.782360 -0.040 0.006 0.015 0.060
H -4.943989 4.929030 3.712115 -0.012 -0.051 -0.104 0.063
O 2.169689 4.903190 -3.224291 0.158 0.106 0.134 -0.052
H 2.794359 5.627607 -3.329377 -0.072 0.064 -0.045 0.042
H 1.497953 5.059194 -3.897118 0.013 -0.141 -0.046 0.045
O -5.252659 2.794979 1.153103 0.005 -0.118 -0.024 -0.044
H -4.369353 3.183143 1.185956 0.045 -0.107 0.063 0.014
H -5.431496 2.662834 0.216840 -0.013 0.102 -0.020 0.042
O 5.108697 2.650974 -3.184019 -0.010 -0.172 0.316 -0.043
H 5.983620 2.566307 -2.791027 0.059 0.101 -0.110 0.045
H 4.653228 3.311250 -2.649366 -0.025 0.106 -0.154 0.032
O -6.516636 -0.120413 2.862719 -0.084 0.041 -0.141 -0.052
H -7.255223 -0.693011 2.633442 -0.028 0.013 0.058 0.046
H -6.618923 0.660316 2.305037 0.008 0.067 0.090 0.028
O -1.703900 -4.643996 2.319600 -0.085 0.275 -0.028 -0.071
H -0.882410 -4.134243 2.339955 0.131 -0.266 0.019 -0.014
H -1.665629 -5.181490 3.115909 -0.057 -0.024 -0.025 0.033
```
Forces are in eV/Å.

Its spin multiplicity is 1. The calculation puts the LUMO energy at -3.0 eV. The charge is +1. The max |F| is 0.661 eV/A.

The records above yield electronic energy values of -253114.963; -88002.129 eV, respectively.
The records above yield HOMO level values of -1.455; -12.766 eV, respectively.
The records above yield gap between HOMO and LUMO values of 5.41; 9.75 eV, respectively.